{
  "formula": "C17H26N2O4",
  "method": "ωB97M-V/def2-TZVPD",
  "gap_ha": 0.305,
  "smiles": "CCCCN(C)c1c(N2CCC(C(=O)OCC)CC2)c(=O)c1=O",
  "energy_ev": -29220.64520,
  "e_lumo_ev": 0.60,
  "e_homo_ev": -7.70,
  "elements": ["C", "C", "C", "C", "N", "C", "C", "C", "N", "C", "C", "C", "C", "O", "O", "C", "C", "C", "C", "C", "O", "C", "O", "H", "H", "H", "H", "H", "H", "H", "H", "H", "H", "H", "H", "H", "H", "H", "H", "H", "H", "H", "H", "H", "H", "H", "H", "H", "H"],
  "xyz": [[4.78, 2.52, -2.50], [3.90, 1.33, -2.14], [3.16, 1.49, -0.81], [2.05, 2.54, -0.86], [1.02, 2.25, -1.85], [0.85, 3.23, -2.90], [0.47, 1.04, -2.01], [0.32, -0.15, -1.29], [0.49, -0.57, -0.02], [0.17, 0.27, 1.11], [-1.27, 0.05, 1.58], [-1.50, -1.43, 1.90], [-2.96, -1.68, 2.27], [-3.87, -0.94, 2.01], [-3.09, -2.85, 2.88], [-4.41, -3.26, 3.24], [-4.83, -2.65, 4.57], [-1.14, -2.28, 0.68], [0.29, -1.98, 0.25], [-0.13, -0.88, -2.49], [-0.25, -2.05, -2.79], [-0.19, 0.45, -3.20], [-0.68, 0.90, -4.21], [5.31, 2.33, -3.42], [5.50, 2.71, -1.71], [4.19, 3.43, -2.63], [4.53, 0.44, -2.08], [3.18, 1.15, -2.94], [2.74, 0.53, -0.52], [3.87, 1.79, -0.04], [1.60, 2.64, 0.14], [2.47, 3.52, -1.11], [0.09, 2.89, -3.60], [0.52, 4.18, -2.47], [1.78, 3.39, -3.44], [0.87, 0.04, 1.93], [0.30, 1.32, 0.83], [-1.96, 0.35, 0.80], [-1.47, 0.66, 2.46], [-0.88, -1.74, 2.75], [-4.37, -4.35, 3.30], [-5.10, -2.95, 2.45], [-5.81, -3.02, 4.85], [-4.88, -1.56, 4.49], [-4.12, -2.91, 5.35], [-1.82, -2.04, -0.15], [-1.25, -3.34, 0.91], [0.99, -2.27, 1.05], [0.54, -2.55, -0.65]]
}

***

{
  "formula": "C23H69N3O20",
  "method": "ωB97M-V/def2-TZVPD",
  "gap_ha": 0.349,
  "smiles": "COC[C@H](C)N.NC(N)=O.OCCO.OCCO.OCCO.OCCO.OCCO.OCCO.OCCO.OCCO.OCCO",
  "energy_ev": -70384.30730,
  "e_lumo_ev": 0.28,
  "e_homo_ev": -9.22,
  "elements": ["C", "O", "C", "C", "C", "N", "H", "H", "H", "H", "H", "H", "H", "H", "H", "H", "H", "N", "C", "N", "O", "H", "H", "H", "H", "O", "C", "C", "O", "H", "H", "H", "H", "H", "H", "O", "C", "C", "O", "H", "H", "H", "H", "H", "H", "O", "C", "C", "O", "H", "H", "H", "H", "H", "H", "O", "C", "C", "O", "H", "H", "H", "H", "H", "H", "O", "C", "C", "O", "H", "H", "H", "H", "H", "H", "O", "C", "C", "O", "H", "H", "H", "H", "H", "H", "O", "C", "C", "O", "H", "H", "H", "H", "H", "H", "O", "C", "C", "O", "H", "H", "H", "H", "H", "H", "O", "C", "C", "O", "H", "H", "H", "H", "H", "H"],
  "xyz": [[-2.11, 5.55, 3.07], [-1.35, 4.53, 3.74], [0.03, 4.81, 3.77], [0.79, 4.72, 2.43], [0.91, 3.35, 1.70], [2.16, 5.12, 2.79], [-1.51, 6.41, 2.78], [-2.98, 5.86, 3.66], [-2.63, 5.01, 2.27], [0.33, 5.77, 4.20], [0.52, 4.09, 4.44], [0.46, 5.52, 1.76], [-0.11, 3.02, 1.48], [1.35, 2.63, 2.38], [1.57, 3.62, 0.88], [2.78, 4.35, 3.03], [2.57, 5.36, 1.89], [0.20, -0.77, -1.09], [0.65, -0.76, 0.19], [0.11, 0.26, 0.93], [1.65, -1.40, 0.56], [0.58, -1.58, -1.58], [-0.62, -0.28, -1.40], [-0.74, 0.61, 0.52], [0.13, 0.17, 1.93], [0.40, 0.70, -4.79], [-0.98, 0.34, -4.74], [-1.59, 0.92, -6.02], [-0.95, 0.34, -7.12], [0.64, 0.55, -5.72], [-1.14, -0.72, -4.50], [-1.38, 0.83, -3.85], [-1.52, 2.01, -5.97], [-2.68, 0.77, -6.03], [-1.12, 0.84, -7.93], [5.54, -2.72, 2.06], [4.32, -3.34, 1.69], [4.01, -3.16, 0.18], [4.85, -4.09, -0.54], [5.89, -2.22, 1.32], [4.31, -4.43, 1.78], [3.53, -2.87, 2.28], [4.31, -2.19, -0.24], [2.97, -3.27, -0.07], [5.77, -3.80, -0.45], [-0.11, -5.79, -3.78], [0.43, -4.67, -4.51], [0.31, -3.37, -3.74], [1.14, -3.24, -2.57], [-0.19, -5.51, -2.86], [1.46, -5.00, -4.67], [-0.15, -4.56, -5.42], [-0.69, -3.02, -3.49], [0.65, -2.64, -4.48], [1.94, -2.80, -2.89], [3.30, 1.88, -0.57], [3.91, 0.98, 0.33], [5.04, 1.53, 1.21], [6.15, 1.90, 0.39], [2.41, 1.64, -0.81], [3.13, 0.62, 1.01], [4.15, 0.01, -0.11], [5.48, 0.64, 1.67], [4.64, 2.30, 1.87], [5.89, 2.24, -0.47], [-0.79, -0.89, 4.51], [-1.82, 0.07, 4.82], [-1.41, 1.42, 4.24], [-2.08, 1.57, 2.99], [-0.01, -0.68, 5.04], [-2.76, -0.30, 4.42], [-1.92, 0.21, 5.90], [-0.36, 1.64, 4.03], [-1.74, 2.23, 4.89], [-2.30, 2.49, 2.79], [-5.58, 0.13, -0.69], [-5.06, 0.29, -2.00], [-3.61, 0.80, -1.80], [-2.61, -0.19, -1.58], [-5.15, -0.69, -0.37], [-5.22, -0.69, -2.46], [-5.59, 1.07, -2.55], [-3.56, 1.46, -0.93], [-3.22, 1.45, -2.59], [-2.96, -0.84, -0.95], [0.90, -4.07, 1.31], [0.37, -5.20, 0.62], [-0.70, -5.89, 1.46], [-1.77, -4.97, 1.59], [0.99, -3.27, 0.78], [-0.06, -4.88, -0.33], [1.24, -5.84, 0.45], [-0.35, -6.21, 2.44], [-0.86, -6.86, 0.97], [-1.42, -4.20, 2.07], [-1.73, -2.84, 2.74], [-3.15, -2.72, 2.64], [-3.50, -1.50, 1.76], [-3.86, -1.86, 0.44], [-1.42, -2.21, 3.41], [-3.56, -3.66, 2.26], [-3.52, -2.64, 3.67], [-2.70, -0.75, 1.71], [-4.18, -0.79, 2.27], [-3.85, -2.83, 0.40], [-1.05, 4.60, -1.56], [-0.59, 3.47, -2.29], [0.90, 3.52, -2.54], [1.18, 4.76, -3.18], [-0.72, 5.34, -2.11], [-0.99, 2.62, -1.73], [-1.14, 3.46, -3.25], [1.21, 2.71, -3.20], [1.34, 3.37, -1.55], [1.92, 5.22, -2.78]]
}

***

{
  "formula": "C32H40FNO5Pb",
  "method": "ωB97M-V/def2-TZVPD",
  "gap_ha": 0.278,
  "energy_ev": -53527.69893,
  "e_lumo_ev": 0.14,
  "e_homo_ev": -7.42,
  "elements": ["Pb", "O", "C", "O", "C", "O", "C", "C", "O", "O", "H", "H", "H", "H", "H", "C", "C", "C", "C", "C", "C", "C", "C", "C", "C", "H", "H", "H", "H", "H", "H", "H", "H", "H", "H", "H", "H", "H", "H", "C", "C", "C", "C", "C", "C", "C", "C", "C", "C", "C", "C", "N", "C", "C", "C", "C", "C", "C", "F", "H", "H", "H", "H", "H", "H", "H", "H", "H", "H", "H", "H", "H", "H", "H", "H", "H", "H", "H", "H", "H"],
  "xyz": [[0.15, 0.24, -0.39], [1.59, -3.91, -0.07], [0.81, -2.85, -0.18], [1.02, -1.98, -1.00], [-0.41, -2.96, 0.70], [-1.06, -1.73, 0.91], [-0.90, -1.24, 2.26], [0.58, -0.94, 2.59], [0.87, -0.78, 3.76], [1.32, -0.86, 1.56], [2.32, -3.81, -0.70], [-0.13, -3.44, 1.64], [-1.10, -3.63, 0.18], [-1.33, -1.95, 2.97], [-1.48, -0.32, 2.30], [-2.47, 4.03, 0.67], [-1.19, 4.47, -0.05], [-1.41, 4.41, -1.56], [0.03, 3.69, 0.40], [0.11, 3.08, 1.65], [1.24, 2.40, 2.08], [2.37, 2.31, 1.26], [3.60, 1.58, 1.72], [2.31, 2.92, 0.01], [1.17, 3.60, -0.41], [-3.33, 4.56, 0.25], [-2.44, 4.26, 1.74], [-2.64, 2.96, 0.55], [-1.01, 5.52, 0.22], [-1.57, 3.39, -1.90], [-0.58, 4.83, -2.12], [-2.30, 4.99, -1.83], [-0.74, 3.13, 2.33], [1.26, 1.92, 3.05], [4.31, 2.29, 2.16], [4.10, 1.08, 0.89], [3.34, 0.83, 2.46], [3.17, 2.88, -0.65], [1.18, 4.06, -1.39], [0.42, 2.03, -3.90], [1.27, 0.80, -4.19], [2.42, 0.67, -3.20], [0.53, -0.53, -4.34], [0.92, -1.33, -5.41], [0.35, -2.57, -5.63], [-0.62, -3.04, -4.76], [-1.03, -2.27, -3.67], [-2.08, -2.82, -2.72], [-3.49, -2.70, -3.30], [-1.80, -4.28, -2.35], [-0.47, -0.99, -3.47], [-0.95, -0.20, -2.40], [-2.15, 0.44, -2.62], [-2.70, 0.68, -3.90], [-3.92, 1.33, -4.06], [-4.66, 1.76, -2.96], [-4.15, 1.53, -1.69], [-2.94, 0.90, -1.56], [-2.48, 0.69, -0.27], [1.04, 2.93, -4.01], [0.00, 2.03, -2.89], [-0.42, 2.11, -4.60], [1.73, 0.97, -5.16], [2.07, 0.50, -2.17], [3.02, 1.58, -3.18], [3.07, -0.17, -3.45], [1.69, -0.97, -6.08], [0.66, -3.18, -6.48], [-1.06, -4.01, -4.92], [-2.04, -2.22, -1.81], [-3.57, -3.27, -4.24], [-3.75, -1.67, -3.51], [-4.23, -3.11, -2.60], [-1.99, -4.95, -3.19], [-2.46, -4.60, -1.54], [-0.76, -4.44, -2.04], [-2.16, 0.34, -4.77], [-4.29, 1.49, -5.06], [-5.60, 2.27, -3.09], [-4.68, 1.84, -0.80]]
}

***

{
  "formula": "C3H2F4",
  "method": "ωB97M-V/def2-TZVPD",
  "gap_ha": 0.417,
  "energy_ev": -14010.79490,
  "e_lumo_ev": 0.93,
  "e_homo_ev": -10.42,
  "elements": ["C", "C", "C", "F", "F", "F", "F", "H", "H"],
  "xyz": [[-0.71, -0.03, -0.91], [-1.66, -0.27, -0.06], [0.91, -0.70, -0.14], [-2.83, 0.39, -0.21], [-1.73, -0.87, 1.15], [1.08, 0.13, 0.86], [1.90, -0.55, -0.98], [-0.78, 0.51, -1.90], [0.85, -1.79, 0.17]]
}

***

{
  "formula": "C4H13N5",
  "method": "ωB97M-V/def2-TZVPD",
  "gap_ha": 0.284,
  "smiles": "[H]/N=C(/C)N.NC=C(N)N",
  "energy_ev": -11808.06307,
  "e_lumo_ev": 0.89,
  "e_homo_ev": -6.84,
  "elements": ["H", "N", "C", "C", "N", "H", "H", "H", "H", "H", "N", "C", "C", "N", "N", "H", "H", "H", "H", "H", "H", "H"],
  "xyz": [[1.04, 0.92, -2.10], [1.37, 1.35, -1.24], [1.39, 0.54, -0.24], [1.96, 1.06, 1.05], [1.56, -0.85, -0.38], [1.40, 0.67, 1.90], [1.94, 2.15, 1.06], [2.99, 0.73, 1.17], [1.75, -1.38, 0.46], [1.23, -1.27, -1.25], [-1.20, -2.27, -0.42], [-1.25, -0.93, -0.83], [-1.15, 0.15, 0.00], [-1.17, 0.00, 1.41], [-1.63, 1.41, -0.43], [-1.74, -2.91, -0.98], [-1.29, -2.38, 0.59], [-1.38, -0.79, -1.89], [-1.84, -0.70, 1.72], [-1.34, 0.87, 1.90], [-1.60, 1.49, -1.44], [-1.04, 2.14, -0.04]]
}

***

{
  "formula": "H16O8",
  "method": "ωB97M-V/def2-TZVPD",
  "gap_ha": 0.412,
  "smiles": "O.O.O.O.O.O.O.O",
  "energy_ev": -16640.15109,
  "e_lumo_ev": 0.11,
  "e_homo_ev": -11.11,
  "elements": ["O", "H", "H", "O", "H", "H", "O", "H", "H", "O", "H", "H", "O", "H", "H", "O", "H", "H", "O", "H", "H", "O", "H", "H"],
  "xyz": [[-0.48, -0.18, -3.61], [-0.65, -0.56, -2.74], [-0.70, 0.75, -3.51], [1.88, 1.27, -1.32], [1.24, 1.76, -1.84], [2.52, 0.97, -1.96], [1.63, -2.73, -0.71], [1.35, -1.91, -1.13], [1.13, -3.41, -1.16], [-0.51, -0.45, -0.42], [-1.08, -0.41, 0.35], [0.18, 0.19, -0.24], [-1.45, 1.37, 2.36], [-0.82, 2.09, 2.31], [-0.99, 0.69, 2.85], [-0.02, -1.16, 2.24], [0.93, -1.03, 2.22], [-0.20, -1.74, 1.50], [-3.54, 0.55, 0.11], [-4.47, 0.48, 0.33], [-3.15, 1.01, 0.85], [2.24, 1.03, 1.46], [2.74, 0.21, 1.52], [2.21, 1.22, 0.53]]
}